[1]
Below is a structure of composition C23H28BrN7O2Rh at a distorted geometry, with properties calculated with ωB97M-V with the def2-TZVPD basis set.

Computed properties:
**Charge**: +1
**LUMO (alpha / beta)**: -2.690 / -5.609 eV
**2S+1**: 5
**⟨S²⟩**: 6.047
**Gap between HOMO and LUMO (alpha / beta)**: 5.8 / 5.0 eV

Positions of all 62 atoms, in Å:
Rh: -0.0440 -0.5463 -0.8698
Br: -3.3322 0.7929 5.6271
C: -2.7942 0.6289 3.8312
C: -3.3970 1.4436 2.8637
C: -2.9678 1.3246 1.5674
C: -1.9418 0.4208 1.1815
O: -1.5979 0.4246 -0.0512
C: -1.3466 -0.4519 2.1979
C: -0.3322 -1.4156 1.9695
N: 0.3100 -1.6307 0.8115
C: 1.4164 -2.4343 0.6876
C: 2.0194 -3.1956 1.6877
C: 3.1335 -3.9872 1.3976
C: 3.6685 -4.0487 0.1332
C: 3.1062 -3.2797 -0.9077
C: 3.5813 -3.2678 -2.2356
C: 2.9659 -2.4782 -3.1745
C: 1.8877 -1.6754 -2.8010
N: 1.4330 -1.6574 -1.5617
C: 1.9970 -2.4574 -0.6169
C: -1.8076 -0.2959 3.5093
H: -4.1792 2.1369 3.1355
H: -3.4117 1.9288 0.7858
H: -0.0285 -1.9914 2.8363
H: 1.6274 -3.1875 2.6944
H: 3.5847 -4.5692 2.1902
H: 4.5220 -4.6794 -0.0777
H: 4.4272 -3.8885 -2.5025
H: 3.3087 -2.4736 -4.1988
H: 1.3632 -1.0476 -3.5083
H: -1.3848 -0.9178 4.2871
C: 1.4561 1.8580 3.3297
N: 0.8390 2.5631 2.2199
C: 0.0823 3.7712 2.5195
C: 0.8512 2.0154 0.9720
N: 1.3482 0.8773 0.6418
N: 0.2555 2.8006 -0.0067
C: 0.2879 2.5780 -1.3703
N: -0.1588 3.6452 -2.0967
N: 0.6810 1.4690 -1.8757
H: 1.7411 2.5786 4.0919
H: 2.3671 1.3549 3.0111
H: 0.7774 1.1226 3.7734
H: 0.1137 3.9483 3.5898
H: -0.9718 3.6699 2.2431
H: 0.5111 4.6519 2.0319
H: 1.7978 0.3879 1.4019
H: -0.2483 3.6148 0.2929
H: -0.1556 4.5710 -1.7069
H: -0.1359 3.5802 -3.0978
H: 0.6684 1.4640 -2.8885
C: -2.8253 -1.8046 -3.4153
C: -2.2962 -0.4669 -2.8937
C: -2.5018 0.6481 -3.9194
O: -0.9339 -0.5806 -2.6074
H: -3.8966 -1.7430 -3.6075
H: -2.6393 -2.5898 -2.6818
H: -2.3091 -2.0606 -4.3423
H: -2.8596 -0.2093 -1.9829
H: -1.9124 0.4330 -4.8131
H: -2.1686 1.5991 -3.4982
H: -3.5510 0.7287 -4.2038

---

[2]
Below is a structure of composition C23H28Cl3N2O2PdS4 at a distorted geometry, with properties calculated with ωB97M-V with the def2-TZVPD basis set.

Computed properties:
**Charge**: +1
**LUMO (alpha / beta)**: -4.032 / -4.033 eV
**Relative energy (zero: lowest compared OMol25 entry of this formula, charge and spin)**: 9.9 kJ/mol
**Gap between HOMO and LUMO (alpha / beta)**: 7.2 / 7.2 eV

Positions of all 63 atoms, in Å:
Pd: 1.2886 1.9217 -0.5158
C: 0.3768 5.1259 -1.9482
C: -0.6225 4.9690 -0.8131
S: -0.5158 3.4239 0.1425
C: 0.2047 3.8691 1.7387
C: 1.6301 4.3641 1.7068
S: 2.7484 3.1045 1.0035
C: 3.7372 4.0416 -0.1958
C: 3.1028 4.4070 -1.5271
S: 1.9727 5.8233 -1.4662
H: -0.0457 5.8262 -2.6705
H: 0.5305 4.1783 -2.4672
H: -1.6352 4.9583 -1.2196
H: -0.5668 5.7992 -0.1074
H: 0.1222 2.9388 2.3067
H: -0.4393 4.5987 2.2339
H: 1.9638 4.5924 2.7194
H: 1.7269 5.2605 1.0944
H: 4.5992 3.3937 -0.3715
H: 4.1009 4.9194 0.3408
H: 2.5565 3.5603 -1.9584
H: 3.9076 4.6472 -2.2242
Cl: -1.7903 -0.7099 -5.2074
C: -1.6815 -1.4792 -3.6591
C: -2.1490 -0.8231 -2.5320
C: -2.0336 -1.4580 -1.3079
C: -1.4508 -2.7171 -1.1713
C: -1.2808 -3.2802 0.2188
C: 0.1822 -3.3516 0.6982
N: 0.7000 -2.0090 0.9591
C: 0.9293 -1.4413 2.1874
C: 1.3248 -0.1621 1.9503
N: 1.3432 0.0595 0.5944
C: 0.9685 -1.0749 0.0329
O: -1.8562 -4.5656 0.3551
C: -2.9220 -4.5961 1.3058
C: -2.4112 -4.3151 2.6873
C: -2.5663 -3.1541 3.3852
Cl: -3.4515 -1.7590 2.8973
S: -1.7617 -3.1577 4.8967
C: -1.1780 -4.7443 4.6151
C: -1.5984 -5.2334 3.4208
C: -1.0067 -3.3448 -2.3297
Cl: -0.2579 -4.9109 -2.2655
C: -1.1178 -2.7422 -3.5732
H: -2.5879 0.1587 -2.6158
H: -2.3925 -0.9541 -0.4178
H: -1.7740 -2.5703 0.8897
H: 0.8381 -3.8519 -0.0120
H: 0.1983 -3.9058 1.6359
H: 0.7766 -1.9919 3.0976
H: 1.6220 0.5893 2.6606
H: 0.8748 -1.2497 -1.0253
H: -3.3319 -5.6036 1.2480
H: -3.7064 -3.8885 1.0216
H: -0.5768 -5.2368 5.3593
H: -1.3510 -6.2192 3.0575
H: -0.7630 -3.2491 -4.4580
C: 1.3138 0.6080 -2.8983
O: 0.5149 1.5469 -2.2304
H: 2.2618 0.4176 -2.3591
H: 1.6049 0.9987 -3.8798
H: 0.8004 -0.3511 -3.0335

---

[3]
Below is a structure of composition C23H28F17N3OS2Yb at a distorted geometry, with properties calculated with ωB97M-V with the def2-TZVPD basis set.

Computed properties:
**Charge**: +2
**LUMO**: -9.425 eV
**Gap between HOMO and LUMO**: 3.5 eV

Positions of all 75 atoms, in Å:
C: -3.1868 -2.2664 -3.5087
C: -3.6979 -2.3833 -1.9560
N: -3.1305 -3.5460 -1.1749
C: -3.1450 -4.8454 -1.9471
C: -1.7015 -5.2569 -2.6139
C: -1.7897 -3.2428 -0.5462
S: -0.5871 -2.2075 -1.1667
S: -1.3844 -4.0509 1.1373
C: -1.8372 -2.6764 2.3737
C: -0.5407 -1.7045 2.6296
C: -0.7809 -0.5133 3.7293
C: -0.0350 0.9183 3.3573
C: -0.9039 1.5956 2.1463
C: -0.0288 2.6825 1.2228
C: -1.1061 3.4633 0.2910
F: -2.0423 2.4648 -0.3496
F: -1.9929 4.2498 1.2291
C: -0.5411 4.4641 -0.8518
F: -1.1883 4.0766 -2.1627
F: -1.1699 5.8120 -0.5588
C: 1.0445 4.7432 -0.9279
F: 1.6071 5.2432 0.3843
F: 1.1937 5.9439 -1.8398
C: 2.0531 3.6133 -1.4715
F: 3.0805 4.3622 -2.2957
F: 2.8877 2.9658 -0.3894
C: 1.4948 2.4201 -2.4088
F: 1.0817 3.0503 -3.7190
F: 0.3566 1.6179 -1.8185
C: 2.5835 1.2490 -2.8211
F: 3.9764 1.6873 -2.9748
F: 2.5706 0.2719 -1.6685
C: 2.1772 0.3883 -4.1556
F: 0.7248 0.1821 -4.3560
F: 2.6786 1.0444 -5.4196
C: 2.8616 -1.1297 -4.1603
F: 2.0766 -2.1091 -3.3192
F: 2.6806 -1.6263 -5.5757
F: 4.3157 -1.1117 -3.8053
N: -0.3881 1.7626 4.5656
C: 0.7126 2.5128 5.2844
O: 0.5826 3.6079 6.0428
C: 2.0349 1.6376 4.8541
C: 1.5994 1.0020 3.3694
C: 2.5023 -0.3725 3.3508
N: 2.7206 -0.7861 1.8945
H: -2.0291 -2.4022 -3.6626
H: -3.7005 -3.0811 -4.2073
H: -3.4248 -1.1540 -3.8709
H: -4.8856 -2.4760 -1.9733
H: -3.4441 -1.4029 -1.3244
H: -3.9591 -4.8771 -2.8171
H: -3.4437 -5.7508 -1.2287
H: -1.8987 -6.2165 -3.2929
H: -1.2663 -4.4254 -3.3317
H: -0.8830 -5.5752 -1.8282
H: -2.2896 -3.1143 3.3648
H: -2.6922 -2.0578 1.8425
H: 0.3543 -2.3937 2.9910
H: -0.2274 -1.2759 1.5675
H: -1.9340 -0.3298 3.8275
H: -0.3384 -0.8385 4.7855
H: -1.1600 0.7121 1.3848
H: -1.9466 2.0234 2.4830
H: 0.5034 3.4162 1.9952
H: 0.7651 2.0281 0.6680
H: -1.2050 2.4070 4.4948
H: 3.0397 2.2180 4.7005
H: 2.0223 0.6756 5.5227
H: 2.1722 1.6893 2.6166
H: 3.5493 -0.2191 3.9022
H: 1.9704 -1.2513 3.9440
H: 1.9549 -0.3242 1.3250
H: 3.6016 -0.2599 1.6213
Yb: 0.3755 -4.9480 -3.3994

---

[4]
Below is a structure of composition C23H28F2IMnN5O3S, with properties calculated with ωB97M-V with the def2-TZVPD basis set.

Computed properties:
**Charge**: 0
**LUMO (alpha / beta)**: 0.173 / 0.157 eV
**2S+1**: 2
**Relative energy (zero: lowest compared OMol25 entry of this formula, charge and spin)**: 1.2 kJ/mol
**⟨S²⟩**: 0.786
**Gap between HOMO and LUMO (alpha / beta)**: 8.1 / 7.6 eV

Positions of all 64 atoms, in Å:
Mn: -0.3937 0.1554 0.2219
C: 1.2009 -3.2783 0.0554
C: -0.2208 -3.6223 -0.4010
C: -0.2456 -4.9635 -1.1285
C: -0.7863 -2.4926 -1.2331
C: -0.3731 -2.2609 -2.5346
C: -0.8600 -1.1827 -3.2694
C: -1.7604 -0.2861 -2.7220
C: -2.2807 0.8889 -3.4983
C: -2.1930 -0.5080 -1.4075
C: -1.7272 -1.6053 -0.6828
H: 1.6152 -4.0733 0.6780
H: 1.2218 -2.3491 0.6294
H: 1.8507 -3.1510 -0.8134
H: -0.8507 -3.7082 0.4909
H: 0.4111 -4.9519 -2.0001
H: -1.2509 -5.2129 -1.4687
H: 0.1014 -5.7605 -0.4695
H: 0.3521 -2.9215 -2.9949
H: -0.5048 -1.0260 -4.2811
H: -2.5234 1.7136 -2.8284
H: -3.1889 0.6227 -4.0433
H: -1.5453 1.2371 -4.2229
H: -2.9456 0.1354 -0.9748
H: -2.1719 -1.8362 0.2784
N: 0.2065 5.7268 5.8296
C: 0.6575 4.8206 4.8810
C: 1.6898 3.9316 5.1848
C: 2.1695 3.0610 4.2239
C: 1.6277 3.0767 2.9496
C: 0.6020 3.9609 2.6289
C: 0.1203 4.8260 3.5898
S: 2.2027 1.9674 1.7168
O: 2.2185 2.6864 0.4604
O: 3.4296 1.3734 2.1752
N: 1.0456 0.8543 1.5361
C: 0.6140 0.0754 2.5490
N: 1.0830 0.0361 3.7934
C: 0.4847 -0.8267 4.6038
C: -0.5698 -1.6490 4.2219
C: -1.0076 -1.5201 2.9140
N: -0.4264 -0.6694 2.0838
H: 0.3775 5.4788 6.7899
H: -0.7182 6.0948 5.6788
H: 2.1163 3.9287 6.1808
H: 2.9597 2.3599 4.4507
H: 0.1885 3.9669 1.6279
H: -0.6729 5.5217 3.3440
H: 0.8687 -0.8622 5.6181
H: -1.0330 -2.3406 4.9073
H: -1.8429 -2.0936 2.5297
N: 3.1309 0.4893 -1.3369
C: 1.8992 0.9476 -1.5696
O: 0.8999 0.2546 -1.3366
C: 1.7540 2.2917 -2.2121
I: 1.6444 2.0371 -4.3319
H: 3.2134 -0.3451 -0.7767
H: 3.9030 1.1336 -1.3201
H: 2.5906 2.9486 -2.0091
H: 0.8229 2.7419 -1.8864
F: -2.9927 1.3521 0.8304
C: -1.6169 1.5717 0.8999
F: -1.3845 2.6839 0.0487
H: -1.4502 1.9621 1.9133

---

[5]
Below is a structure of composition C23H28F2IMnN5O3S at a distorted geometry, with properties calculated with ωB97M-V with the def2-TZVPD basis set.

Computed properties:
**Charge**: 0
**LUMO (alpha / beta)**: -0.874 / -0.872 eV
**2S+1**: 2
**Relative energy (zero: lowest compared OMol25 entry of this formula, charge and spin)**: 147.4 kJ/mol
**⟨S²⟩**: 0.789
**Gap between HOMO and LUMO (alpha / beta)**: 7.0 / 6.9 eV

Positions of all 64 atoms, in Å:
Mn: 0.8386 1.1107 0.1734
C: -2.2053 2.6094 -2.3114
C: -1.3075 3.3658 -1.3370
C: 0.1217 3.4067 -1.8906
C: -1.3118 2.7944 0.0702
C: -2.0112 1.6380 0.4172
C: -2.1354 1.2396 1.7454
C: -1.6022 1.9978 2.7795
C: -1.8287 1.6101 4.2178
C: -0.9047 3.1541 2.4411
C: -0.7567 3.5380 1.1193
H: -2.2146 3.1280 -3.2711
H: -3.2329 2.5472 -1.9502
H: -1.8444 1.5946 -2.4853
H: -1.6706 4.3955 -1.2625
H: 0.5644 2.4005 -1.8751
H: 0.7582 4.0816 -1.3183
H: 0.1217 3.7411 -2.9292
H: -2.5209 1.0591 -0.3345
H: -2.6967 0.3381 1.9645
H: -2.8449 1.8679 4.5223
H: -1.1384 2.1290 4.8845
H: -1.7085 0.5342 4.3566
H: -0.4803 3.7750 3.2229
H: -0.2658 4.4793 0.9033
N: -1.5512 -7.1014 -1.5112
C: -1.3345 -5.7368 -1.5677
C: -1.1280 -5.1032 -2.7962
C: -1.0432 -3.7261 -2.8702
C: -1.1426 -2.9676 -1.7147
C: -1.3123 -3.5837 -0.4829
C: -1.3926 -4.9609 -0.4063
S: -1.2958 -1.2166 -1.8204
O: -2.4861 -0.8898 -1.0749
O: -1.2500 -0.8273 -3.2064
N: -0.0379 -0.5496 -1.0116
C: 1.1889 -0.7988 -1.5535
N: 1.4617 -1.8013 -2.3965
C: 2.7073 -1.8982 -2.8320
C: 3.7299 -1.0530 -2.4206
C: 3.3737 -0.0639 -1.5272
N: 2.1201 0.0895 -1.1261
H: -1.2907 -7.6547 -2.3069
H: -1.4851 -7.5542 -0.6180
H: -1.0660 -5.7003 -3.6989
H: -0.9155 -3.2200 -3.8173
H: -1.4047 -2.9722 0.4061
H: -1.5377 -5.4455 0.5525
H: 2.8980 -2.7046 -3.5338
H: 4.7452 -1.1623 -2.7688
H: 4.0972 0.6301 -1.1162
N: 1.5913 -0.8297 3.7621
C: 1.4672 0.3802 3.1680
O: 1.0619 0.4665 2.0131
C: 1.7676 1.5836 3.9865
I: 4.0683 1.5693 4.0808
H: 1.6036 -1.6241 3.1410
H: 2.1939 -0.8937 4.5672
H: 1.7464 1.4995 5.0636
H: 1.6267 2.5490 3.5239
F: 3.4031 1.7761 0.9046
C: 2.2911 2.4788 0.3809
F: 2.1224 3.5270 1.3015
H: 2.6853 2.9541 -0.5261

---

[6]
Below is a structure of composition C23H28FeN2O4Te, with properties calculated with ωB97M-V with the def2-TZVPD basis set.

Computed properties:
**Charge**: +1
**LUMO (alpha / beta)**: -2.200 / -5.009 eV
**2S+1**: 6
**Relative energy (zero: lowest compared OMol25 entry of this formula, charge and spin)**: 0.0 kJ/mol
**⟨S²⟩**: 8.773
**Gap between HOMO and LUMO (alpha / beta)**: 8.5 / 5.8 eV

Positions of all 59 atoms, in Å:
Fe: 0.3101 0.9175 -0.4304
C: 5.4254 1.6122 4.0430
O: 5.1858 2.8779 3.4376
C: 4.2058 2.9745 2.5335
C: 4.0171 4.2687 1.9911
C: 3.0436 4.4615 1.0677
C: 2.1968 3.4099 0.6141
C: 1.2139 3.6905 -0.3787
C: 1.0454 5.0807 -0.9283
O: 0.4317 2.8256 -0.8678
C: 2.3977 2.1096 1.1751
O: 1.6833 1.0640 0.8534
C: 3.4115 1.9217 2.1310
H: 6.2384 1.7684 4.7443
H: 5.7217 0.8743 3.2957
H: 4.5404 1.2644 4.5782
H: 4.6554 5.0716 2.3303
H: 2.9118 5.4539 0.6615
H: 0.8629 5.8002 -0.1309
H: 0.2053 5.0834 -1.6164
H: 1.9456 5.3944 -1.4581
H: 3.5278 0.9252 2.5288
C: -5.8321 -3.4584 3.5396
C: -4.9458 -2.4652 2.8457
C: -4.4999 -1.3200 3.4977
C: -3.6873 -0.3849 2.8759
C: -3.2528 0.8298 3.6524
C: -3.3046 -0.6263 1.5435
Te: -2.1398 0.8339 0.6146
C: -3.7308 -1.7757 0.8591
C: -3.3609 -2.0996 -0.5643
C: -4.5501 -2.6717 1.5308
H: -6.0460 -3.1551 4.5625
H: -5.3615 -4.4422 3.5660
H: -6.7797 -3.5653 3.0098
H: -4.7970 -1.1490 4.5256
H: -3.6633 0.7958 4.6593
H: -3.5949 1.7500 3.1756
H: -2.1665 0.8909 3.7340
H: -2.6580 -1.3850 -0.9885
H: -4.2520 -2.1091 -1.1940
H: -2.9135 -3.0931 -0.6169
H: -4.8879 -3.5606 1.0087
N: 0.6430 -0.2393 -2.0664
C: 0.8273 -0.8960 -3.0011
N: 1.0384 -1.6511 -4.0360
C: 1.7226 -1.1169 -5.2311
C: 2.5084 -2.2478 -5.8697
O: 1.6662 -3.3516 -6.1346
C: 1.1445 -3.8966 -4.9403
C: 0.2560 -2.8866 -4.2370
H: 2.3791 -0.3043 -4.9253
H: 0.9726 -0.7350 -5.9277
H: 3.3324 -2.5494 -5.2116
H: 2.9200 -1.9220 -6.8227
H: 1.9609 -4.2035 -4.2750
H: 0.5640 -4.7753 -5.2140
H: -0.0713 -3.2571 -3.2670
H: -0.6172 -2.6568 -4.8524

---

[7]
Below is a structure of composition C23H28I2MoN3O7S2 at a distorted geometry, with properties calculated with ωB97M-V with the def2-TZVPD basis set.

Computed properties:
**Charge**: +1
**LUMO**: -4.567 eV
**Relative energy (zero: lowest compared OMol25 entry of this formula, charge and spin)**: 43.4 kJ/mol
**Gap between HOMO and LUMO**: 6.6 eV

Positions of all 66 atoms, in Å:
Mo: 0.7950 -0.0494 0.5037
O: -2.0824 -1.3294 -1.0921
S: -1.8279 -1.8184 0.2210
O: -2.8935 -1.7968 1.1682
O: -0.6449 -0.9938 0.8131
C: -1.1682 -3.4689 0.0805
C: -2.0234 -4.5155 0.3865
C: -1.6064 -5.8280 0.2134
C: -0.3418 -6.0906 -0.2891
C: 0.5094 -5.0435 -0.6047
C: 0.0918 -3.7332 -0.4242
S: 1.3266 -2.4807 -0.6858
O: 0.7648 -1.2519 -1.2842
O: 2.4190 -3.0497 -1.4066
O: 1.7265 -2.0610 0.6969
H: -3.0046 -4.2763 0.7648
H: -2.2722 -6.6372 0.4691
H: -0.0156 -7.1089 -0.4260
H: 1.5005 -5.2195 -0.9930
C: 2.7784 -0.6451 3.4178
C: 1.4248 -0.0666 3.5722
N: 0.5923 0.2811 2.5978
C: -0.5753 0.6766 3.2040
C: -0.4275 0.5961 4.5510
N: 0.8375 0.1310 4.7638
H: 2.7918 -1.3100 2.5534
H: 3.0417 -1.2147 4.3070
H: 3.5352 0.1275 3.2830
H: -1.4434 0.9563 2.6342
H: -1.1023 0.8240 5.3497
H: 1.2653 -0.0136 5.6664
I: 2.5673 3.1847 2.7787
C: 0.1035 2.0612 0.4939
H: 0.8239 2.8019 0.1440
H: -0.4507 2.4326 1.3535
N: 4.4210 1.1897 0.8324
C: 3.7324 0.4186 0.1002
O: 2.4127 0.4478 0.2093
C: 4.2468 -0.5685 -0.9043
I: 3.3635 -0.0526 -2.7810
H: 3.5483 2.3285 1.8485
H: 5.4277 1.1619 0.7210
H: 3.8992 -1.5765 -0.6636
H: 5.3307 -0.5390 -1.0040
C: -0.6827 0.7834 -3.0137
C: -0.7170 1.9111 -1.9753
C: 0.3904 2.9125 -2.3136
C: -0.6109 1.4104 -0.5424
C: -2.1310 2.5188 -2.0159
C: -2.3749 3.8622 -2.2580
C: -3.6697 4.3584 -2.2440
C: -4.7396 3.5266 -1.9729
C: -4.5115 2.1789 -1.7517
C: -3.2228 1.6816 -1.7817
H: 0.3205 0.3840 -3.1277
H: -1.0088 1.1759 -3.9743
H: -1.3363 -0.0333 -2.7286
H: 1.3623 2.4394 -2.1726
H: 0.3457 3.8026 -1.6918
H: 0.3187 3.2194 -3.3539
H: -1.5627 0.9849 -0.2165
H: -1.5722 4.5472 -2.4710
H: -3.8401 5.4072 -2.4340
H: -5.7438 3.9181 -1.9379
H: -5.3328 1.5082 -1.5441
H: -3.0787 0.6243 -1.6204